1.
The following is a DFT calculation (ωB97M-V with the def2-TZVPD basis set) of C6H10O in the gas phase.

Structure (XYZ):
```
17
Properties=species:S:1:pos:R:3:lowdin_charge:R:1
H -3.15 -0.41 -1.51 0.117
H -2.01 0.79 -2.09 0.120
H 2.99 -0.28 0.56 0.082
O -3.14 1.38 -0.45 -0.140
C -2.52 0.45 -1.16 -0.506
C -1.48 -0.06 -0.24 0.046
C 2.31 -0.05 -0.26 -0.037
H 0.16 -0.02 -1.61 0.124
H -1.83 -0.24 0.76 0.110
H 1.18 0.47 2.33 0.103
C -0.12 -0.02 -0.56 -0.071
H 2.36 -0.80 -1.04 0.094
C 0.75 -0.33 1.73 -0.039
C 0.92 0.03 0.31 -0.269
H -0.26 -0.57 2.03 0.072
H 1.34 -1.21 1.99 0.097
H 2.50 0.89 -0.79 0.098
```

The value obtained for the max |F| is 2.7 eV/Å. Its frontier orbital gap is 6.541 eV. As for the total energy: -8427.367 eV. The value obtained for the relative energy (zero: lowest compared OMol25 entry of this formula, charge and spin) is 89.3 kcal per mole. As for the HOMO energy: -8.033 eV. Its spin multiplicity is 1.

2.
The following is a DFT calculation (ωB97M-V with the def2-TZVPD basis set) of 2 unconnected molecules or ions with the total composition CH4FNO2.

Structure (XYZ):
```
9
Properties=species:S:1:pos:R:3:lowdin_charge:R:1
O -1.12 0.65 0.63 0.026
O 0.00 1.13 -1.29 0.048
H -0.93 -0.45 1.81 -0.016
F -0.59 -1.18 2.25 -0.085
C -0.20 0.34 -0.16 -0.594
H 0.34 -1.57 0.23 0.084
H -0.70 1.88 -1.43 0.179
H 1.29 -0.81 -0.87 0.150
N 0.55 -0.72 -0.16 0.209
```

The value obtained for the max |F| is 5.4 eV/Å. The SMILES is NC(=O)O.F. Its frontier orbital gap is 11.699 eV. As for the total energy: -9405.241 eV. The value obtained for the relative energy (zero: lowest compared OMol25 entry of this formula, charge and spin) is 2.6 kcal per mole. As for the HOMO energy: -11.242 eV. Its spin multiplicity is 1.

3.
The following is a DFT calculation (ωB97M-V with the def2-TZVPD basis set) of a molecular structure, C24H25N3O2S.

Structure (XYZ):
```
55
Properties=species:S:1:pos:R:3:lowdin_charge:R:1
H 0.10 -1.60 -3.55 0.109
S 1.92 -2.82 -0.06 1.155
C 1.29 0.97 1.26 -0.016
C 2.39 1.56 1.01 -0.053
H 0.62 0.72 2.25 0.158
H -3.81 0.17 2.95 0.119
H -3.62 2.84 -2.57 0.143
H 3.80 2.70 -2.57 0.095
H 4.15 1.59 -3.82 0.094
C 0.91 -1.08 -3.03 -0.098
H 2.75 1.95 1.87 0.077
H 4.20 -1.54 -1.75 0.128
C -4.90 2.37 1.16 0.008
N -0.80 -1.25 1.71 -0.132
C -0.13 -2.46 1.90 -0.158
C -3.23 1.81 -0.57 -0.288
H -2.81 -1.78 1.78 0.104
H 4.78 1.24 -2.20 0.070
C -0.82 -0.69 0.36 -0.168
H -0.03 -2.91 2.89 0.136
C 0.47 0.06 0.15 -0.011
C 4.51 -2.27 -0.81 -0.035
C -1.79 0.43 0.33 -0.186
H -4.98 2.39 2.17 0.065
H 1.26 -0.37 -3.91 0.135
O 2.58 0.93 -2.50 -0.015
C 3.27 -2.45 -0.05 -0.691
C 3.97 1.64 -2.73 0.072
H -1.76 0.63 -1.75 0.246
H -5.44 4.23 -1.88 0.146
H 1.71 -1.53 -3.10 -0.006
H 4.56 -3.50 -1.27 0.159
C 2.19 0.93 -1.33 -0.416
C -2.77 0.88 1.16 -0.118
O 0.24 -0.32 -2.10 -0.054
H 2.54 -1.51 2.95 0.147
N -2.05 1.08 -0.74 0.163
H -2.10 -1.64 3.36 0.021
C 1.04 0.13 -1.12 -0.200
C -3.73 2.71 -1.40 -0.074
C 2.83 1.54 -0.44 -0.006
H -0.75 -1.46 -0.24 0.104
C 2.45 -1.86 1.92 -0.377
C -5.32 3.33 0.34 -0.103
C -3.59 1.77 0.66 -0.153
H -2.22 0.60 3.29 0.006
H -6.31 3.77 0.68 0.107
N 3.47 -1.95 1.42 0.102
C -4.94 3.35 -1.15 -0.068
C -2.74 0.19 2.61 0.003
H -0.57 -3.14 1.17 0.107
H 5.39 -2.21 -0.51 -0.043
H 3.58 2.02 -0.36 0.016
C -2.15 -1.37 2.48 -0.015
C 1.33 -2.32 1.23 -0.510
```

The value obtained for the max |F| is 18.5 eV/Å. Its frontier orbital gap is 7.768 eV. As for the total energy: -44672.883 eV. The value obtained for the relative energy (zero: lowest compared OMol25 entry of this formula, charge and spin) is 544.9 kcal per mole. As for the HOMO energy: -7.210 eV. Its spin multiplicity is 1.

4.
The following is a DFT calculation (ωB97M-V with the def2-TZVPD basis set) of C6H11NS in the gas phase.

Structure (XYZ):
```
19
Properties=species:S:1:pos:R:3:lowdin_charge:R:1
C -1.70 0.85 -0.89 -0.440
C -0.48 0.15 1.17 -0.235
S -2.43 -0.80 -0.49 0.829
H -1.05 2.29 0.63 0.136
H 2.05 -1.58 0.44 0.085
H 1.25 0.49 -1.64 0.116
H -2.61 1.45 -0.98 0.061
H -0.50 -1.91 0.36 0.050
H 1.30 1.42 0.75 0.142
H 2.51 -1.53 -1.33 0.080
H -1.69 -1.66 1.62 0.064
C 0.57 0.73 0.30 -0.283
H -1.18 0.89 -1.85 0.069
H -0.40 0.37 2.24 0.134
C -0.82 1.30 0.23 -0.248
N 1.09 -0.08 -0.81 -0.086
C 2.23 -0.93 -0.45 -0.116
H 3.04 -0.28 -0.09 0.068
C -1.18 -1.18 0.79 -0.426
```

The value obtained for the max |F| is 1.4 eV/Å. The SMILES is CN[C@@H]1[C@@H]2CSC[C@@H]21. Its frontier orbital gap is 9.196 eV. As for the total energy: -18724.529 eV. The value obtained for the relative energy (zero: lowest compared OMol25 entry of this formula, charge and spin) is 22.3 kcal per mole. As for the HOMO energy: -8.211 eV. Its spin multiplicity is 1.

5.
The following is a DFT calculation (ωB97M-V with the def2-TZVPD basis set) of a molecular structure, C6H10O2.

Structure (XYZ):
```
18
Properties=species:S:1:pos:R:3:lowdin_charge:R:1
H 1.44 -0.39 1.40 0.076
H -1.65 -1.30 -0.59 0.127
C 0.59 -0.32 -0.58 -0.359
H -1.95 1.36 1.65 0.106
H 0.37 0.94 -0.52 0.167
O -1.68 1.14 -1.13 0.052
C -0.97 0.92 -0.17 -0.477
H 1.16 -1.61 -2.16 0.076
H -0.79 2.59 1.13 0.095
O -0.86 -1.47 1.29 0.038
C -0.98 -0.96 0.21 -0.263
H -0.31 -0.51 -2.51 0.070
C 0.48 -0.83 -1.84 0.056
H 2.59 0.04 0.12 0.092
H -0.22 1.06 1.84 0.080
C 1.73 -0.57 0.37 -0.041
H 2.01 -1.62 0.30 0.099
C -0.97 1.52 1.21 0.005
```

The value obtained for the max |F| is 2.4 eV/Å. Its frontier orbital gap is 7.758 eV. As for the total energy: -10473.974 eV. The value obtained for the relative energy (zero: lowest compared OMol25 entry of this formula, charge and spin) is 119.8 kcal per mole. As for the HOMO energy: -7.714 eV. Its spin multiplicity is 1.

6.
The following is a DFT calculation (ωB97M-V with the def2-TZVPD basis set) of a molecular structure, C8H11N2.

Structure (XYZ):
```
21
Properties=species:S:1:pos:R:3:lowdin_charge:R:1
N -2.57 0.18 -0.36 0.020
H 1.33 0.21 -1.63 0.131
H -2.18 2.10 0.24 0.160
C -1.67 1.18 -0.24 -0.178
H 1.64 1.87 1.05 0.125
C -0.35 0.95 0.66 -0.171
C -0.57 -1.49 0.31 0.084
C 0.68 -2.24 -0.20 0.048
C -2.38 -0.99 -0.05 0.064
C 0.99 1.53 0.23 -0.113
N 0.06 -0.48 0.79 -0.004
H 2.10 -0.90 1.17 0.162
H -1.54 1.49 -1.35 0.167
H -3.20 -1.68 -0.03 0.105
H 0.88 2.39 -0.45 0.126
C 1.74 0.37 -0.59 -0.047
C 1.37 -0.91 0.35 -0.167
H 0.94 -3.17 0.17 0.093
H -0.80 1.18 1.65 0.161
H 0.72 -2.27 -1.24 0.110
H 2.81 0.69 -0.50 0.125
```

The value obtained for the max |F| is 4.8 eV/Å. Its frontier orbital gap is 9.463 eV. As for the total energy: -11443.663 eV. The value obtained for the relative energy (zero: lowest compared OMol25 entry of this formula, charge and spin) is 96.1 kcal per mole. The charge is +1. As for the HOMO energy: -13.886 eV. Its spin multiplicity is 1.